This record from the OMol25 dataset describes a molecular structure, C26H28F4N3O2SSbSe4Ti in a non-equilibrium geometry. The level of theory is ωB97M-V/def2-TZVPD.

Last column: Löwdin charge in e.
Geometry (Å):
Sb -2.319 4.887 -0.939  -0.26
Se -0.414 5.717 -2.068  -0.16
Se -4.034 3.742 -2.161  -0.14
Se -1.097 2.167 -0.142  0.39
Se -2.744 5.335 1.365  -0.14
Ti -1.328 0.081 0.496  0.56
S 1.539 -0.019 -0.091  1.00
F 0.690 -4.225 1.946  0.11
F -0.675 -2.030 1.074  0.00
F 1.922 -1.843 5.815  0.11
F 0.656 0.320 4.950  0.11
O 6.032 2.959 -4.132  0.13
O 5.991 4.474 -2.519  0.13
N -1.780 -0.749 -1.565  -0.34
N -0.735 0.209 2.352  -0.15
N -3.176 0.509 1.560  -0.37
C 1.439 -4.088 -2.130  -0.05
C 3.730 1.686 -3.035  0.02
C 4.584 2.512 -2.310  -0.12
C -2.416 -2.081 -1.469  -0.07
C 2.432 -3.790 -1.207  -0.06
C -4.317 1.021 0.764  -0.08
C 1.355 -3.091 3.915  0.08
C 0.497 -3.129 -2.462  -0.03
C 4.510 2.535 -0.923  -0.01
C 3.597 1.732 -0.257  -0.07
C 2.466 -2.536 -0.624  -0.08
C -1.320 1.347 3.059  -0.18
C 1.294 -1.914 4.640  -0.21
C -0.499 -0.839 -2.343  -0.17
C 0.031 -2.003 2.270  -0.14
C -2.684 0.134 -2.351  -0.11
C -2.775 1.554 2.555  -0.19
C 1.513 -1.577 -0.954  -0.45
C 2.788 0.915 -2.382  -0.05
C 2.736 0.930 -0.992  -0.46
C 0.509 -1.861 -1.881  -0.24
C -0.043 -0.789 2.962  -0.19
C -3.613 -0.712 2.273  -0.06
C 0.621 -0.788 4.197  -0.13
C 5.589 3.315 -3.078  -0.48
C 0.698 -3.121 2.701  -0.22
H 3.230 -2.286 0.102  0.12
H -2.214 1.100 -2.527  0.04
H -2.556 -2.516 -2.464  0.10
H -1.313 1.180 4.135  0.12
H -0.255 -3.359 -3.208  0.12
H -4.519 -0.507 2.849  0.10
H -3.835 -1.504 1.553  0.09
H -0.769 -1.081 -3.378  0.14
H -3.606 0.316 -1.804  0.07
H 3.549 1.732 0.824  0.11
H -2.873 2.529 2.077  0.02
H 1.897 -3.948 4.286  0.14
H -2.920 -0.349 -3.304  0.11
H -2.833 -1.052 2.951  0.09
H -0.746 2.250 2.844  0.11
H -5.125 1.327 1.434  0.11
H 1.406 -5.061 -2.600  0.11
H 3.175 -4.530 -0.943  0.11
H -4.691 0.226 0.118  0.09
H -1.815 -2.763 -0.872  0.08
H -4.010 1.876 0.160  0.01
H 5.188 3.145 -0.339  0.12
H 5.439 4.698 -1.760  0.11
H -0.077 0.167 -2.333  0.09
H -3.484 1.507 3.389  0.13
H 3.807 1.675 -4.113  0.13
H -3.401 -1.968 -1.011  0.09
H 2.103 0.299 -2.949  0.11

Output
Total charge   0
Orbital gap (spin up / spin down)   5.805 / 5.803 eV
ΔE to the lowest compared entry with this formula, charge and spin   9.6 kcal per mole
Largest force on an atom   0.0418 Eh/bohr
DFT total energy   -12815.4393 Ha
HOMO energy (spin up / spin down)   -0.2554 / -0.2554 Eh